[1]
13
Properties=species:S:1:pos:R:3 method="wB97M-V/def2-TZVPD" e_homo_ev=-9.051 lumo_ev=0.710
C -1.30 -0.61 0.29
C -1.96 0.47 0.51
C 1.04 0.93 -0.84
C 1.70 0.42 0.18
N -0.90 -1.62 -0.29
O 1.94 -0.91 0.45
H -2.93 0.61 -0.03
H -1.56 1.38 0.87
H 0.59 0.21 -1.67
H 0.99 1.93 -0.83
H 2.26 1.11 0.99
H -0.97 -2.55 0.10
H 1.10 -1.37 0.26



[2]
44
Properties=species:S:1:pos:R:3 method="wB97M-V/def2-TZVPD" e_homo_ev="-6.414 / -7.379" lumo_ev="0.431 / -0.060" spin_multiplicity=3
Pd -0.07 0.14 -0.46
N 1.89 -0.02 -0.62
C 2.67 0.95 -1.14
C 4.04 0.99 -0.79
C 4.88 1.99 -1.26
C 4.39 2.96 -2.13
C 3.05 2.92 -2.52
C 2.20 1.95 -2.02
H 4.42 0.22 -0.13
H 5.92 2.00 -0.97
H 5.05 3.73 -2.51
H 2.67 3.67 -3.21
H 1.16 1.93 -2.32
C 0.43 4.73 0.38
Sb -0.28 2.70 0.35
C -1.96 3.08 1.62
C -1.36 3.10 -1.49
H -0.41 5.37 0.15
H 1.20 4.84 -0.38
H 0.85 4.99 1.35
H -2.57 3.88 1.20
H -1.62 3.37 2.61
H -2.57 2.17 1.72
H -2.39 3.36 -1.25
H -1.36 2.24 -2.16
H -0.89 3.94 -2.00
N -4.43 -0.25 -0.66
C -3.21 0.01 -1.19
N -2.23 -0.17 -0.34
C -2.84 -0.58 0.84
C -2.27 -0.92 2.07
C -3.13 -1.28 3.08
C -4.52 -1.32 2.89
C -5.10 -1.00 1.68
C -4.22 -0.63 0.66
H -5.30 -0.18 -1.14
H -3.09 0.33 -2.21
H -1.20 -0.92 2.19
H -2.73 -1.56 4.05
H -5.16 -1.61 3.72
H -6.17 -1.03 1.53
O 0.72 -2.19 0.90
H 1.48 -1.58 0.83
H 0.79 -2.65 0.05



[3]
82
Properties=species:S:1:pos:R:3 method="wB97M-V/def2-TZVPD" charge=+1 e_homo_ev=-11.943 lumo_ev=-3.064
C 1.36 0.73 0.92
C 1.25 -0.36 -0.14
O 2.22 -0.85 -0.54
O 0.05 -0.76 -0.68
C -1.04 -0.87 0.26
C -2.18 0.15 -0.02
N -3.38 -0.57 0.41
C -2.17 1.51 0.80
C -1.71 2.67 -0.17
N -1.25 1.87 -1.33
F -1.08 2.54 -2.50
C -2.17 0.70 -1.46
H 0.42 1.27 1.02
H 1.68 0.33 1.88
H 2.15 1.40 0.59
H -0.72 -0.85 1.30
H -1.48 -1.87 0.11
H -3.17 -0.99 1.31
H -4.19 0.03 0.47
H -1.61 1.58 1.73
H -3.18 1.82 1.05
H -2.52 3.37 -0.36
H -0.88 3.21 0.27
H -0.32 1.56 -1.02
H -1.76 0.01 -2.19
H -3.14 1.14 -1.70
C 1.99 -5.68 2.77
C 1.83 -4.62 1.90
C 0.57 -4.14 1.61
C -0.54 -4.73 2.20
C -0.40 -5.80 3.07
C 0.87 -6.27 3.36
N -1.88 -4.21 1.92
O -1.97 -3.27 1.12
O -2.82 -4.73 2.47
H 2.98 -6.05 3.00
H 2.70 -4.16 1.44
H 0.45 -3.31 0.92
H -1.26 -6.26 3.53
H 1.00 -7.11 4.04
C -0.94 -3.54 -3.45
C -0.75 -4.42 -4.50
C -1.13 -5.75 -4.37
C -1.70 -6.18 -3.19
C -1.89 -5.31 -2.13
C -1.51 -3.99 -2.26
N -2.12 -7.58 -3.05
O -1.92 -8.32 -4.00
O -2.65 -7.91 -2.01
H -0.65 -2.50 -3.56
H -0.31 -4.08 -5.43
H -0.98 -6.44 -5.20
H -2.34 -5.65 -1.20
H -1.66 -3.30 -1.44
C 5.69 1.02 -2.02
C 5.14 0.41 -0.90
C 5.56 0.77 0.37
C 6.53 1.74 0.51
C 7.10 2.36 -0.59
C 6.67 1.99 -1.86
N 6.96 2.14 1.86
O 6.45 1.56 2.80
O 7.79 3.02 1.95
H 5.36 0.75 -3.01
H 4.37 -0.35 -1.02
H 5.12 0.29 1.24
H 7.86 3.12 -0.47
H 7.11 2.47 -2.73
C -2.03 8.94 0.36
C -1.39 7.74 0.63
C -2.08 6.70 1.22
C -3.42 6.87 1.53
C -4.07 8.07 1.28
C -3.37 9.11 0.68
N -4.17 5.77 2.14
O -3.57 4.72 2.37
O -5.34 5.94 2.38
H -1.49 9.75 -0.11
H -0.34 7.62 0.37
H -1.58 5.77 1.43
H -5.12 8.20 1.53
H -3.87 10.04 0.48



[4]
8
Properties=species:S:1:pos:R:3 method="wB97M-V/def2-TZVPD" e_homo_ev="-9.867 / -9.344" lumo_ev="-0.084 / -0.172"
C 0.66 0.15 -0.05
C -0.44 -0.61 0.64
F 0.11 1.18 -0.73
F -0.48 -0.61 1.94
F -0.79 -1.82 0.33
H 1.35 -0.60 -0.61
H 1.42 0.63 0.59
H -2.06 0.35 -0.22



Summary of energy above the lowest of the compared OMol25 structures with the same formula, charge and spin in kcal per mole
88.93, 6.87, 0.00, 118.43
(order as listed above)
Summary of molecular weight in g/mol
85.106, 500.552, 669.643, 84.040
(order as listed above)